# 1
161
Properties=species:S:1:pos:R:3 method="wB97M-V/def2-TZVPD" multiplicity=1 total_charge=0 homo_energy_ev=-9.47 orbital_gap_ha=0.354
H 1.547 -5.570 4.316
H -0.563 -0.916 6.592
C 4.328 -2.614 -3.163
H 3.528 -4.452 -3.692
O 1.177 3.148 -4.260
O 1.713 -0.094 -3.174
C 1.238 -4.517 4.468
C -6.089 -0.646 -0.177
O -1.825 4.302 -1.632
O -1.144 5.447 0.211
C 4.884 1.412 -5.967
C -5.446 3.199 3.872
H -2.690 4.660 5.613
C -0.753 0.072 1.135
H 2.338 -3.597 -2.683
O 5.460 -2.844 -2.341
C 6.633 0.608 -0.472
H -1.408 4.398 4.337
H 0.345 -1.926 4.528
O -4.638 2.121 3.639
H -2.972 0.374 6.350
H -4.763 2.189 0.786
C -2.432 -5.132 -0.704
O -2.714 3.914 0.320
H -2.865 2.287 4.660
O -3.398 -2.911 1.792
H 3.914 4.405 3.396
C -2.798 3.321 -1.834
O -6.152 -1.747 0.585
H 2.784 -2.186 0.261
H 4.979 2.956 -0.683
H 1.692 3.792 2.993
C 4.785 -2.542 -4.595
C 5.281 0.855 -1.158
O -5.684 -0.569 -1.308
H -4.410 1.341 -0.815
H -5.170 2.900 -0.877
H -8.545 -0.723 2.953
C -3.269 2.650 3.729
C -2.799 -1.885 -5.250
C -1.822 4.637 -0.309
H 7.308 0.001 -1.007
H -1.667 -5.877 -0.654
H -2.674 2.127 3.003
H 7.108 1.575 -0.183
C 5.019 0.012 1.002
H -2.466 2.591 -2.561
O -6.412 0.425 0.535
H -2.502 -4.887 -1.748
C -0.509 -1.173 4.410
O -6.611 3.081 3.931
H 4.488 4.016 1.739
C 5.121 -3.825 -1.430
H -3.014 -1.857 0.047
O -2.447 -3.993 3.548
C 1.726 -2.213 0.082
C -3.374 4.094 3.627
H 0.886 -4.221 3.486
H -3.181 4.474 2.636
O -0.067 0.004 3.669
H -0.166 4.016 -5.556
H 5.231 2.087 -6.733
H 4.830 -5.244 0.991
C 5.296 -4.631 2.778
H 4.233 2.492 -2.187
O 1.383 0.589 -5.288
H 1.264 -3.128 0.494
H -4.198 -3.200 -0.036
H 2.263 0.796 0.508
O -0.858 -4.072 -3.462
H 1.397 -2.103 -0.927
H 1.626 -1.212 1.984
O 4.448 -0.448 1.967
H 5.485 1.740 -5.116
H -1.219 -1.652 3.809
H -0.659 -4.782 4.816
C 1.302 0.276 0.311
H 5.374 -1.557 -4.679
O 0.079 -4.391 5.287
H 1.047 3.292 -3.320
H 5.430 -3.359 -4.796
H 4.484 -4.170 3.291
C -0.021 3.126 -4.944
H -6.490 0.689 2.634
H -1.294 -3.468 -0.402
H 2.639 0.213 -6.842
C 3.380 -3.773 -2.851
C 1.755 3.627 -0.011
H 5.059 0.350 -6.179
O 1.960 2.978 1.106
O 6.307 -0.103 0.750
O 4.353 0.478 -0.147
H -2.792 -0.156 4.630
C 3.766 3.729 2.556
C -3.231 -2.870 0.371
C 5.093 2.285 -1.537
C 2.066 0.508 -4.124
H -0.034 2.252 -5.564
C -1.569 -3.193 -3.896
H -2.372 0.104 -2.406
O -1.930 0.370 1.398
C -4.421 2.282 -0.284
C 2.235 1.008 -6.307
C 2.190 5.248 1.435
H 1.413 5.855 1.839
C -8.272 -0.325 1.982
H -3.981 -1.463 -3.444
O 3.238 1.069 -4.241
H -2.818 0.604 -4.111
H 1.779 1.787 -6.942
H -2.469 -1.085 -5.845
C -2.141 -3.939 0.076
C -2.485 -3.762 2.358
H 2.029 -3.901 4.884
H -3.703 3.740 -2.245
H 5.990 2.656 -2.096
H 5.919 -3.905 2.228
O 3.955 -4.434 -1.685
H -0.852 3.091 -4.237
H 3.859 -1.736 -2.727
H -1.217 -0.204 -3.870
O -0.286 -1.196 1.025
H 3.148 5.841 1.370
C -0.980 -0.476 5.671
C -3.047 2.765 -0.488
H 4.064 2.706 2.719
O 4.794 -5.582 1.893
C 0.098 1.067 4.457
O -1.722 -4.365 1.426
H 3.180 2.821 -5.361
H -4.974 -1.053 2.158
H -3.685 -2.275 -5.711
H -3.417 -5.594 -0.467
C -2.969 -1.436 -3.793
H 5.185 0.211 -2.019
C 2.350 3.924 2.122
C -2.539 -0.379 5.677
C -2.254 -0.142 -3.494
O 1.477 2.990 -1.026
H -2.538 5.828 4.281
O -2.391 -2.504 -3.073
O -0.473 0.790 5.662
H 1.093 0.093 -0.740
H -6.480 -1.835 2.772
C -2.439 4.778 4.592
O 5.833 -4.023 -0.495
H -8.495 -0.924 1.143
O 0.542 2.139 4.141
H -2.909 -1.327 5.860
C 1.189 -1.138 0.955
C -5.976 -1.290 1.983
H -2.456 1.928 -0.160
H -8.850 0.606 1.784
H 5.949 -5.058 3.537
O -4.772 4.385 3.857
O -1.784 -2.913 -5.195
O 0.129 0.983 0.797
O 1.811 4.920 0.078
C 3.382 1.756 -5.539
C -6.778 -0.052 1.896
H 4.020 -2.512 -5.314

***

# 2
156
Properties=species:S:1:pos:R:3 method="wB97M-V/def2-TZVPD" multiplicity=1 total_charge=0 homo_energy_ev=-8.39 orbital_gap_ha=0.314 smiles="CC(=O)N(C(C)=O)[C@@]1(P(C)O)[C@@H](N)C(=O)N[C@]1(O)CCCCSc1nnco1.C1CCOC1.C1CCOC1.C1CCOC1.C1CCOC1.C1CCOC1.C1CCOC1.C1CCOC1.C1CCOC1"
H 0.947 -6.191 2.676
H 6.920 1.118 -1.515
C 1.493 -3.669 1.712
C -0.506 1.941 1.251
H -3.649 -4.032 -2.224
C 1.996 -5.012 1.219
C -5.481 -3.138 -2.957
H 4.277 3.893 -0.850
H 3.458 -4.770 3.636
C 4.999 1.333 -0.281
O 1.440 3.320 3.287
N -7.267 0.821 -0.075
H 1.035 6.338 -0.924
H -0.108 3.002 1.173
C -2.639 12.731 -0.281
H -1.854 13.062 0.407
H -4.974 -2.883 -3.888
H -0.077 -7.922 -9.980
H 6.656 0.614 2.722
C 6.241 -6.222 6.900
H 1.814 3.867 0.789
C 0.609 0.830 1.556
C 1.967 -5.842 2.485
H -4.658 -1.414 -1.972
H -4.239 1.366 6.897
H -3.458 3.441 5.896
H 0.624 5.250 -3.043
C 6.295 1.653 3.029
H 6.821 2.655 -0.531
N 3.516 4.266 -0.275
H 0.709 7.657 -3.387
H 1.839 -10.866 -8.318
C 6.589 1.540 -0.501
H 2.001 0.726 4.420
H -6.846 -2.916 -0.482
C -1.517 3.281 6.810
H 7.616 -6.650 5.246
H 1.892 -2.834 1.133
H -1.797 0.136 6.828
H 0.552 -6.922 -8.653
C 4.871 -5.580 6.799
H 2.626 -6.711 2.456
H -1.080 1.746 0.272
H -2.402 -7.136 -7.054
C -3.265 -5.129 -7.257
O 4.458 -5.700 5.430
H -6.480 -3.514 -3.203
C -3.248 1.729 7.174
H -3.103 1.544 8.243
H 3.842 4.897 0.461
H -3.463 3.866 7.615
H 5.425 -7.155 4.350
C 1.951 0.939 0.690
H -2.553 14.693 -1.259
N 1.461 1.317 -0.651
H -3.768 -5.103 -8.225
C 1.643 -8.784 -8.980
H 0.399 -3.622 1.686
H 0.301 -9.875 -6.733
H -0.422 5.404 -0.522
H -2.446 0.876 5.348
C 5.455 2.375 1.850
H 0.127 -0.183 1.279
H 2.290 -8.481 -8.150
H -1.382 0.921 3.022
H -3.146 10.852 -1.239
C -3.998 -4.345 -6.187
C -2.672 13.634 -1.495
H 0.716 -10.597 -9.660
C -3.196 -6.510 -6.643
H -0.577 13.542 -2.053
O -1.047 2.009 6.339
H -3.417 -6.961 -4.519
H 2.132 -0.903 1.473
H -2.142 7.886 -2.345
H 6.138 -7.299 7.066
P 2.960 2.531 2.993
O -3.656 -4.941 -4.928
C 0.378 -7.949 -8.984
H 2.214 -8.697 -9.907
H -1.169 4.072 6.142
H -4.150 -7.028 -6.789
H -1.709 10.757 -0.199
O 4.356 0.958 -1.275
C 3.080 0.937 4.061
O 5.728 3.578 1.660
H 7.195 -4.944 5.463
H -5.406 -2.121 0.181
H -6.407 -1.291 -2.222
H 5.642 -5.501 3.738
H 4.135 -6.057 7.448
H -0.785 7.237 -4.240
C -2.999 -6.193 -5.174
C -0.044 -9.896 -7.773
C 2.372 -4.827 3.537
C -1.060 7.997 -2.209
C -2.260 11.396 -0.893
O 1.905 -3.548 3.080
O -1.446 11.681 -2.038
C -3.029 3.195 6.873
H -1.689 13.225 -3.401
C -4.732 -4.167 -2.138
H 6.846 -5.808 7.709
C -7.430 -0.160 0.965
C 3.088 2.026 1.132
H -8.354 -0.707 1.318
H 3.380 0.030 3.437
H -1.088 3.450 7.804
H -1.938 -6.067 -4.933
O -0.546 -8.592 -8.095
C -3.036 2.098 2.063
C -1.532 13.082 -2.330
H 7.214 1.033 0.302
N -5.957 1.231 -0.233
H -0.817 9.062 -2.203
H 0.754 0.804 2.683
H -0.848 -10.630 -7.858
C -0.292 7.229 -3.267
H -3.620 13.506 -2.027
C -0.019 6.182 -1.176
H -3.101 3.006 1.358
C 2.583 3.230 0.212
O -0.715 7.416 -0.943
H 1.023 2.774 4.000
C 6.811 -5.967 5.522
H -3.725 -3.287 -6.179
S -3.453 0.494 1.194
N 4.497 1.553 1.069
C 1.757 2.672 -1.074
H -2.253 -4.730 -7.386
C 5.584 -6.112 4.643
H -3.661 2.265 3.004
H 7.250 2.280 3.174
C -0.191 5.853 -2.645
O -5.095 -3.948 -0.767
C -5.595 -1.981 -1.987
H 1.389 -5.422 0.410
H -1.182 2.793 3.254
H 5.755 1.678 4.027
H 3.716 1.091 4.988
C 1.101 -10.174 -8.727
H -4.979 -5.191 -2.425
C -2.135 1.074 6.380
H -3.581 12.696 0.267
H 1.945 -5.046 4.517
C -1.511 1.957 2.534
O 1.505 3.265 -2.141
H -5.084 -4.423 -6.311
O 2.550 -0.380 0.748
H 0.620 0.860 -1.014
H 4.914 -4.513 7.043
H 3.026 -4.917 0.860
C -5.787 -2.695 -0.663
O -6.109 -0.351 1.492
H -1.128 5.307 -2.799
C -5.233 0.503 0.762